[1]
ORCA calculation (wB97M-V/def2-TZVPD) on a single C20H20N6 molecule.

Structure (XYZ):
```
46
Properties=species:S:1:pos:R:3:forces:R:3
C -0.258 -3.246 0.129 -0.07 0.01 -0.03
C -0.247 -1.756 0.021 -0.33 -0.02 -0.20
N -1.280 -1.191 -0.580 -0.48 -0.17 -0.27
C -1.187 0.137 -0.617 1.03 0.36 0.46
N -2.043 1.047 -1.134 0.79 -0.58 0.23
N -1.548 2.277 -0.942 -0.52 0.84 -0.34
N -0.425 2.216 -0.348 0.33 0.47 0.18
C -0.125 0.912 -0.108 -1.01 -0.88 -0.50
C 0.933 0.190 0.500 -0.20 -0.09 0.04
N 2.016 0.752 1.048 -0.04 -0.07 0.10
C 2.278 2.166 0.976 0.01 0.34 -0.06
H 3.174 2.351 0.375 -0.01 0.03 0.01
H 2.447 2.559 1.982 0.01 0.02 -0.01
H 1.432 2.681 0.527 0.20 0.04 0.09
C 3.066 -0.073 1.613 0.07 -0.27 0.06
C 4.226 -0.201 0.659 0.06 0.05 0.11
C 5.434 0.438 0.900 -0.08 -0.07 0.03
C 6.475 0.334 -0.007 0.12 0.03 -0.04
C 6.313 -0.403 -1.167 0.10 0.02 -0.03
C 5.108 -1.040 -1.416 -0.03 -0.04 -0.06
C 4.070 -0.939 -0.508 0.00 -0.01 -0.01
H 3.128 -1.434 -0.693 -0.10 -0.06 -0.03
H 4.978 -1.617 -2.320 -0.01 -0.05 -0.07
H 7.124 -0.482 -1.876 0.07 0.00 -0.05
H 7.413 0.832 0.191 0.07 0.04 0.01
H 5.565 1.015 1.805 -0.01 0.06 0.10
H 3.393 0.382 2.554 -0.03 -0.04 -0.05
H 2.629 -1.055 1.807 0.16 0.18 0.12
N 0.814 -1.142 0.539 0.42 0.16 0.16
C -3.336 0.810 -1.718 -0.39 -0.09 -0.05
C -4.265 0.261 -0.665 -0.13 -0.03 -0.05
C -4.737 1.099 0.338 0.00 -0.03 -0.06
C -5.546 0.597 1.342 -0.01 0.09 0.06
C -5.886 -0.745 1.352 -0.03 -0.06 0.05
C -5.412 -1.584 0.359 -0.06 -0.08 0.03
C -4.600 -1.084 -0.645 -0.04 0.10 -0.07
H -4.217 -1.741 -1.411 0.07 -0.06 -0.07
H -5.671 -2.633 0.367 -0.02 -0.08 0.00
H -6.517 -1.137 2.137 -0.05 -0.03 0.06
H -5.908 1.254 2.119 -0.04 0.05 0.05
H -4.463 2.144 0.331 0.03 0.12 0.01
H -3.688 1.771 -2.101 0.10 -0.14 -0.01
H -3.225 0.097 -2.540 -0.03 0.14 0.05
H -1.170 -3.635 -0.312 -0.02 -0.07 -0.01
H -0.199 -3.537 1.176 0.03 -0.06 0.07
H 0.608 -3.660 -0.382 0.07 -0.06 -0.01
```
Forces are in eV/Å.

SMILES = Cc1nc(N(C)Cc2ccccc2)c2nnn(Cc3ccccc3)c2n1
relative energy (zero: lowest compared OMol25 entry of this formula, charge and spin) = 47.18 kJ/mol
maximum force = 1.4 eV Å⁻¹
energy = -1102.67849 hartree

Löwdin atomic charge list, values in e, 6 entries: number 1, C, carries -0.022; number 2, C, carries -0.397; number 3, N, carries 0.186; number 4, C, carries -0.222; number 5, N, carries -0.057; number 6, N, carries 0.054



[2]
ORCA calculation (wB97M-V/def2-TZVPD) on a single C20H20N6OS2 molecule.

Structure (XYZ):
```
49
Properties=species:S:1:pos:R:3:forces:R:3
O -3.491 -3.245 2.529 0.38 0.31 -0.46
N 4.486 -2.408 -0.358 -1.01 -1.53 1.31
N 1.558 -0.073 -0.458 -0.47 -0.25 1.17
N -3.860 0.135 1.913 0.51 -1.09 1.17
S -3.949 2.530 2.889 0.44 -1.43 -0.03
S 3.372 -4.343 0.979 1.05 0.33 -0.39
C -2.696 -2.315 2.644 -0.39 -1.92 0.54
C 4.720 -3.628 0.130 -0.29 1.65 -1.06
C 2.711 -0.679 -0.555 0.28 1.08 -1.49
C -4.158 1.335 1.596 0.07 0.12 1.07
C -3.356 1.221 3.897 -0.38 -1.12 -1.10
C 3.181 -1.992 -0.029 -0.26 -0.29 0.16
C 2.422 -2.912 0.717 0.02 0.34 -0.05
C -3.418 0.015 3.229 0.09 1.53 0.08
C 0.914 3.229 -2.151 1.01 -1.57 0.95
C 2.200 3.368 -2.737 -0.27 -0.69 0.82
C 0.662 2.090 -1.332 -0.20 1.33 -0.80
C 3.176 2.377 -2.538 0.27 0.41 -0.24
C 1.654 1.131 -1.153 -1.13 -0.41 0.09
C 2.890 1.246 -1.770 -0.95 0.22 0.18
N 3.517 0.090 -1.405 1.58 -0.76 0.15
N -1.509 -2.310 1.923 -1.49 0.06 1.79
N 1.171 -2.862 1.323 0.37 1.29 -0.26
C -4.650 1.611 0.253 -0.46 1.01 -0.89
C -3.037 -1.346 3.793 0.72 1.26 -1.28
C -0.580 -1.195 1.957 0.81 -0.33 0.52
C -1.204 -3.457 1.075 1.16 -0.12 -0.31
C 0.844 -1.725 2.260 -0.24 -0.14 -1.40
C 0.233 -3.989 1.321 -0.25 0.86 0.58
H 5.687 -4.122 -0.085 -0.93 0.13 0.33
H -2.989 1.275 4.899 -0.02 0.61 0.38
H 0.192 4.022 -2.258 -0.19 -0.07 -0.04
H 2.422 4.298 -3.262 0.14 -0.44 -0.03
H -0.297 1.952 -0.845 0.03 0.06 -0.05
H 4.177 2.498 -2.923 0.06 0.13 -0.27
H 4.415 -0.181 -1.749 0.37 -0.31 0.17
H -4.154 2.517 -0.117 -0.49 -0.07 -0.24
H -5.748 1.696 0.235 0.35 0.32 -0.01
H -4.403 0.777 -0.392 0.18 -0.13 -0.04
H -3.893 -1.745 4.330 0.15 -0.33 -0.14
H -2.181 -1.245 4.467 -0.13 0.04 0.05
H -0.858 -0.399 2.693 0.00 -0.89 -0.55
H -0.574 -0.770 0.978 0.22 0.64 -0.74
H -1.270 -3.143 0.034 -0.09 -0.06 -0.19
H -1.830 -4.332 1.240 -0.59 0.61 0.19
H 0.874 -2.078 3.282 0.13 -0.26 0.41
H 1.588 -0.919 2.120 -0.38 -0.49 -0.01
H 0.242 -4.483 2.308 0.06 0.00 -0.15
H 0.471 -4.740 0.557 0.13 0.39 0.11
```
Forces are in eV/Å.

SMILES = Cc1nc(CC(=O)N2CCN(c3scnc3-c3nc4ccccc4[nH]3)CC2)cs1
relative energy (zero: lowest compared OMol25 entry of this formula, charge and spin) = 8.00 kJ/mol
maximum force = 2.3 eV Å⁻¹
energy = -1974.29672 hartree

Löwdin atomic charge list, values in e, 6 entries: number 1, O, carries 0.034; number 2, N, carries 0.014; number 3, N, carries 0.164; number 4, N, carries 0.092; number 5, S, carries 1.004; number 6, S, carries 1.046



[3]
ORCA calculation (wB97M-V/def2-TZVPD) on a molecular structure, C20H21BN6Sr.

Structure (XYZ):
```
49
Properties=species:S:1:pos:R:3:forces:R:3
H -0.244 -3.065 2.247 -0.24 -0.02 -0.13
N -1.513 -2.082 0.837 -0.97 -1.29 0.26
B -3.474 -1.429 -0.691 0.72 -0.02 -0.91
N -2.819 -2.319 0.414 1.61 0.42 1.19
C -3.332 -3.352 1.114 0.84 0.32 0.02
Sr 0.012 -0.163 1.231 0.59 -0.10 -1.10
H -4.360 -3.649 0.969 0.17 -0.07 -0.04
C -2.349 -3.837 1.980 -0.10 0.19 -0.11
H -2.440 -4.652 2.673 -0.04 -0.10 0.01
C -1.225 -3.019 1.775 -1.43 0.42 -0.94
H -4.646 -1.654 -0.759 -0.15 0.01 0.15
C 2.033 0.738 -4.072 -0.31 0.69 0.30
H 2.728 1.283 -3.438 -0.04 0.04 0.08
H 1.217 0.344 -3.471 -0.03 0.05 0.02
H 1.646 1.405 -4.840 -0.07 0.02 0.05
N -2.814 -1.759 -2.069 1.44 0.35 0.01
N -3.237 0.098 -0.413 1.08 0.77 1.12
N -1.463 -1.485 -2.196 -0.50 -0.07 0.31
N -2.015 0.650 -0.031 -1.17 0.77 -0.39
C -3.292 -2.268 -3.229 0.89 0.04 -0.31
C -4.158 1.077 -0.514 0.85 -0.04 0.08
H -4.335 -2.535 -3.344 0.21 0.03 0.04
H -5.182 0.813 -0.737 0.14 0.18 -0.10
C -2.224 -2.340 -4.128 -0.17 0.19 0.57
C -3.542 2.300 -0.260 -0.01 -0.12 0.10
C -1.099 -1.829 -3.423 -1.28 -0.31 0.05
C -2.202 1.996 0.040 -1.04 -1.39 -0.34
H -2.231 -2.706 -5.135 -0.14 -0.06 -0.18
H -4.012 3.267 -0.270 0.02 0.03 -0.02
H -0.074 -1.708 -3.777 -0.40 -0.02 0.25
H -1.392 2.678 0.292 -0.14 -0.26 -0.07
H 2.555 -0.057 -4.544 0.45 -0.79 -0.42
C 3.057 3.073 4.200 0.78 -0.33 -0.31
C 1.773 2.783 3.716 -0.51 -0.22 -0.49
C 1.612 2.040 2.557 0.47 0.27 0.32
C 2.733 1.523 1.833 1.61 0.12 0.80
C 2.608 0.676 0.713 -2.54 -0.81 -0.72
C 3.701 0.196 0.049 1.50 0.52 0.68
C 5.028 0.515 0.525 -0.47 0.14 0.08
C 5.195 1.287 1.660 0.01 -0.18 -0.30
C 4.070 1.819 2.351 -1.12 -0.10 -0.18
C 4.181 2.598 3.527 -0.48 0.31 0.43
H 3.163 3.666 5.106 0.05 -0.14 -0.20
H 0.886 3.154 4.233 0.29 -0.02 -0.09
H 0.586 1.925 2.167 0.49 0.42 0.22
H 3.616 -0.441 -0.835 -0.04 0.12 0.26
H 5.903 0.127 -0.005 -0.24 0.13 0.22
H 6.195 1.498 2.057 -0.36 -0.07 -0.21
H 5.176 2.821 3.916 -0.19 -0.01 -0.07
```
Forces are in eV/Å.

relative energy (zero: lowest compared OMol25 entry of this formula, charge and spin) = 73.83 kJ/mol
maximum force = 2.8 eV Å⁻¹
energy = -1158.86160 hartree

Löwdin atomic charge list, values in e, 6 entries: number 1, H, carries 0.098; number 2, N, carries -0.135; number 3, B, carries -0.489; number 4, N, carries -0.016; number 5, C, carries -0.065; number 6, Sr, carries 1.499



[4]
ORCA calculation (wB97M-V/def2-TZVPD) on a molecular structure, C20H21BrFGaN2O6PS.

Structure (XYZ):
```
54
Properties=species:S:1:pos:R:3:forces:R:3
C 0.664 -0.372 3.874 -0.37 0.19 -1.72
C -0.160 -0.228 2.504 -1.18 -0.62 -3.30
C -1.005 1.021 2.108 0.26 -1.94 -1.56
C -1.772 1.163 0.759 2.10 -3.59 0.43
C -1.688 -0.023 -0.250 1.85 0.31 3.94
C -0.836 -1.249 0.159 -0.25 0.39 0.47
C -0.706 -2.461 -0.904 -0.67 0.95 1.18
Ga 1.102 -2.144 -1.885 0.13 -0.19 1.63
F 2.388 -1.852 -0.496 -1.16 -0.39 -1.32
Br 1.812 -4.007 -3.257 -0.19 0.50 0.31
P 1.114 -0.118 -3.141 0.54 0.63 -0.05
O 0.105 -0.286 -4.521 -0.20 0.87 1.89
O 0.574 1.231 -2.228 -0.69 -1.08 -1.76
S 2.991 0.221 -3.575 -0.78 -0.02 -0.36
C -0.069 -1.416 1.491 -2.61 4.29 -0.76
H -0.024 -0.821 4.664 1.22 0.76 -0.95
H 1.559 -1.056 3.628 -1.49 0.96 0.62
H 1.085 0.654 4.150 -0.75 -1.43 -0.05
H -1.024 1.873 2.875 -0.06 -1.34 -1.36
H -2.375 2.092 0.464 1.09 -1.49 0.78
H -2.234 0.002 -1.264 1.02 -0.10 1.84
H -1.611 -2.449 -1.613 1.34 -0.02 0.98
H -0.712 -3.446 -0.326 0.06 1.27 -0.85
H -0.838 -0.346 -4.218 0.98 -0.17 -0.41
H -0.237 1.615 -2.627 0.62 -0.31 0.41
H 0.538 -2.359 1.678 -0.86 1.55 -0.29
C 5.021 0.925 9.025 -0.03 0.00 -0.01
C 4.508 -0.311 8.644 -0.11 0.25 -0.01
C 3.254 -0.391 8.047 -0.01 -0.08 -0.02
C 2.523 0.776 7.834 0.81 0.04 0.34
C 3.027 2.016 8.220 -0.02 0.09 0.00
C 4.281 2.086 8.818 -0.06 -0.27 -0.05
N 1.213 0.699 7.183 -0.66 -0.12 -0.34
O 0.795 -0.407 6.875 0.28 0.56 0.44
O 0.615 1.745 6.982 0.31 -0.45 0.15
H 6.003 0.985 9.485 -0.12 -0.01 -0.05
H 5.088 -1.213 8.808 -0.11 0.08 -0.05
H 2.866 -1.360 7.754 -0.12 0.24 -0.06
H 2.463 2.928 8.062 -0.07 -0.26 -0.09
H 4.685 3.047 9.120 -0.09 -0.09 -0.06
C -3.251 1.350 -9.600 -0.01 -0.02 0.04
C -2.975 1.897 -8.351 -0.07 -0.25 -0.08
C -2.951 1.083 -7.224 0.02 0.04 0.08
C -3.202 -0.281 -7.360 0.00 0.56 -0.68
C -3.487 -0.834 -8.607 -0.02 -0.10 -0.05
C -3.511 -0.012 -9.728 0.05 0.15 0.23
N -3.154 -1.146 -6.180 0.08 -0.55 0.45
O -2.920 -0.622 -5.099 -0.14 -0.15 -0.43
O -3.346 -2.341 -6.341 0.05 0.68 0.06
H -3.263 1.987 -10.479 0.00 -0.07 0.10
H -2.774 2.959 -8.256 -0.01 -0.14 0.04
H -2.735 1.521 -6.256 -0.01 -0.27 -0.06
H -3.688 -1.893 -8.721 0.08 0.13 0.23
H -3.728 -0.432 -10.704 0.03 0.00 0.14
```
Forces are in eV/Å.

total charge = -1
maximum force = 5.1 eV Å⁻¹
energy = -6673.79264 hartree

Löwdin atomic charge list, values in e, 6 entries: number 1, C, carries -0.106; number 2, C, carries -0.204; number 3, C, carries -0.066; number 4, C, carries -0.084; number 5, C, carries -0.070; number 6, C, carries -0.251